{"formula": "C19H41NNbO7", "method": "the ωB97M-V functional and the def2-TZVPD basis", "elements": ["O", "C", "N", "Nb", "H", "H", "H", "H", "H", "C", "C", "O", "C", "H", "H", "H", "H", "H", "H", "C", "C", "O", "C", "H", "H", "H", "H", "H", "H", "C", "C", "O", "C", "H", "H", "H", "H", "H", "H", "C", "C", "O", "C", "H", "H", "H", "H", "H", "H", "C", "C", "O", "C", "H", "H", "H", "H", "H", "H", "C", "C", "O", "C", "H", "H", "H", "H", "H", "H"], "xyz": [[-4.40286, 3.76550, -5.88091], [-5.05897, 3.51948, -4.95346], [-5.37144, 2.95464, -3.90838], [-3.89417, 3.31075, -2.32428], [-2.95919, 1.89172, -3.03739], [-3.03574, 4.36459, -3.56755], [-4.86361, 4.78652, -1.83630], [-4.73028, 2.26187, -1.07720], [-2.60987, 3.62915, -1.09616], [-2.08100, 3.25079, -8.03419], [-0.87407, 2.39353, -8.30227], [0.17525, 2.87092, -8.68297], [-1.02227, 0.90933, -8.07692], [-1.83548, 4.29307, -8.23518], [-2.90321, 2.95173, -8.68704], [-2.38048, 3.15707, -6.98930], [-1.79887, 0.50924, -8.73139], [-1.27592, 0.71552, -7.03318], [-0.07931, 0.41304, -8.30717], [-1.32808, 6.63515, 0.61573], [-0.51394, 5.38090, 0.81745], [-0.91998, 4.30663, 0.44872], [0.82845, 5.52721, 1.49862], [-2.26281, 6.38010, 0.11649], [-1.55756, 7.09045, 1.58183], [-0.77721, 7.34077, -0.00951], [0.69451, 5.93323, 2.50344], [1.47463, 6.18388, 0.91264], [1.30180, 4.54843, 1.57626], [-0.05312, -1.22003, -0.79000], [-0.20758, 0.22625, -1.19713], [-1.25233, 0.65890, -1.61744], [1.00543, 1.11685, -1.05481], [-0.99683, -1.74217, -0.94309], [0.71461, -1.70032, -1.39763], [0.21415, -1.28169, 0.26650], [1.82006, 0.73994, -1.67737], [1.32017, 1.15552, -0.00941], [0.75092, 2.12493, -1.38114], [1.08229, -5.76964, 1.69349], [1.50403, -4.42611, 1.15873], [0.92240, -3.89607, 0.23858], [2.68499, -3.76270, 1.82016], [0.22387, -6.13255, 1.12843], [1.90033, -6.48548, 1.58670], [0.79771, -5.67530, 2.74293], [3.57257, -4.39113, 1.71763], [2.46795, -3.58617, 2.87612], [2.87692, -2.80467, 1.33731], [-0.42654, -1.59568, 3.60179], [0.80386, -0.74539, 3.78826], [1.82046, -1.20515, 4.26618], [0.71847, 0.69612, 3.35641], [-0.22292, -2.60749, 3.95435], [-1.25556, -1.18279, 4.17917], [-0.69303, -1.63917, 2.54379], [-0.06043, 1.20932, 3.92277], [0.50175, 0.75328, 2.28795], [1.67240, 1.18737, 3.54746], [2.62878, -7.15874, 5.89841], [2.44552, -5.72920, 5.45304], [1.38711, -5.33533, 5.01708], [3.63370, -4.80864, 5.57227], [1.69591, -7.70360, 5.75644], [3.40876, -7.63712, 5.30309], [2.89475, -7.18802, 6.95659], [4.45812, -5.18365, 4.96243], [3.94385, -4.73443, 6.61623], [3.35818, -3.81523, 5.21728]], "atomic_forces_ev_per_a": [[-0.3, 1.5, -2.6], [1.2, -2.9, 3.3], [-0.2, 1.7, -0.4], [-1.7, -1.5, -0.8], [0.2, 0.4, -0.4], [0.5, 0.3, 0.3], [0.1, 0.7, 0.0], [0.0, -0.2, 0.7], [-0.2, 0.2, -0.4], [0.3, 0.2, -0.1], [0.1, 0.3, -0.1], [-0.1, -0.1, 0.0], [0.3, -0.1, -0.1], [0.0, -0.1, 0.0], [-0.1, -0.1, 0.2], [-0.2, -0.1, -0.1], [-0.1, 0.0, 0.2], [-0.2, 0.0, -0.1], [0.0, 0.1, 0.0], [-0.3, -0.1, -0.1], [-0.2, -0.2, -0.2], [0.4, 0.1, 0.4], [0.1, -0.3, 0.0], [0.1, 0.0, 0.0], [0.1, 0.1, 0.0], [0.0, 0.1, 0.2], [0.1, 0.2, -0.1], [0.0, 0.1, 0.1], [-0.1, 0.0, 0.0], [-0.3, 0.2, -0.1], [-0.4, 0.1, -0.1], [0.3, -0.2, 0.2], [-0.1, 0.3, -0.1], [0.0, 0.0, 0.0], [0.1, 0.0, 0.2], [0.2, -0.1, -0.1], [0.1, -0.1, 0.2], [0.2, -0.1, -0.1], [-0.1, -0.1, 0.0], [-0.3, 0.0, -0.2], [-0.1, 0.1, -0.2], [0.1, -0.2, 0.1], [0.0, 0.2, -0.1], [0.1, 0.1, 0.0], [0.0, 0.0, 0.2], [0.2, -0.1, 0.0], [0.0, -0.1, 0.2], [0.1, -0.1, 0.0], [0.0, -0.1, 0.0], [0.2, -0.3, 0.1], [0.2, -0.1, 0.1], [-0.1, 0.0, -0.1], [0.3, 0.0, 0.1], [0.0, 0.1, 0.0], [-0.1, 0.1, -0.2], [-0.2, 0.1, 0.0], [-0.1, 0.0, -0.2], [-0.2, 0.1, 0.1], [0.0, -0.1, 0.0], [-0.3, -0.1, -0.1], [-0.1, 0.2, -0.1], [0.1, -0.1, 0.0], [-0.2, 0.3, -0.1], [0.0, 0.1, 0.0], [0.1, 0.0, 0.2], [0.2, 0.0, -0.1], [0.1, -0.1, 0.2], [0.2, -0.1, -0.1], [0.0, -0.1, 0.0]], "gap_ev": 6.174, "homo_energy_ev": -4.45, "total_energy_ha": -1386.7433, "total_charge": -1, "max_force_ev_per_a": 4.61}

{"formula": "C4H4INO3S", "method": "the ωB97M-V functional and the def2-TZVPD basis", "elements": ["C", "C", "C", "C", "N", "O", "O", "O", "S", "I", "H", "H", "H", "H"], "xyz": [[-0.02875, 1.36560, 0.57962], [0.43623, 1.32664, 1.87469], [0.94615, 0.65028, -0.21502], [0.62452, 0.10222, -1.49203], [1.87938, 0.21312, 0.64383], [-0.96365, -1.64495, 0.84489], [-0.74595, -3.22146, -1.16706], [1.61986, 0.68493, 1.79908], [-0.91206, -1.87542, -0.56123], [-3.15216, -1.10253, -1.38852], [-1.03589, 1.69863, 0.31862], [0.22676, 1.70366, 2.89978], [1.47244, -0.28401, -2.11170], [-0.36688, 0.38329, -2.02493]], "atomic_forces_ev_per_a": [[-0.9, 0.2, 1.4], [0.2, 0.6, -1.2], [-2.2, 0.0, 1.8], [-0.7, -0.5, -1.1], [1.2, -0.7, -3.6], [0.3, -0.3, 0.8], [-0.1, 2.5, 1.5], [0.1, 0.2, 3.0], [0.8, -1.6, -2.6], [-0.1, 0.2, -0.1], [0.6, 0.0, -0.2], [-0.2, -0.3, -1.3], [-1.1, 0.0, 0.6], [2.1, -0.2, 1.0]], "gap_ev": [7.293, 6.205], "homo_energy_ev": [-9.33, -8.99], "total_energy_ha": -1131.0181, "relative_energy_ev": 0.356, "max_force_ev_per_a": 3.83}

{"formula": "C6H9ClS", "method": "the ωB97M-V functional and the def2-TZVPD basis", "elements": ["C", "C", "C", "C", "C", "C", "H", "H", "H", "H", "H", "H", "H", "H", "H", "S", "Cl"], "xyz": [[-0.77795, 0.87408, 0.61152], [-1.50767, -0.28428, -0.19456], [-0.41774, -1.37138, -0.57763], [0.80694, -0.47617, -0.45294], [1.95656, -0.09411, 0.42065], [0.55119, 0.17825, 0.87750], [0.04401, 2.20073, -1.20410], [-1.30825, 1.07690, 1.58045], [-1.97520, 0.12883, -1.07606], [-2.30371, -0.70856, 0.39469], [-0.41652, -2.19238, 0.17268], [-0.57203, -1.79695, -1.58336], [0.76761, 0.27007, -1.26835], [2.48614, -0.82497, 1.06117], [0.35390, -0.60630, 1.62498], [-0.76783, 2.52083, -0.16578], [3.08055, 1.10544, -0.22086]], "atomic_forces_ev_per_a": [[-0.3, 0.3, 1.0], [0.3, 0.0, -0.1], [0.0, -0.4, 0.2], [-0.1, -0.1, -0.7], [0.5, -0.5, 0.5], [-0.2, 0.1, 0.2], [-0.2, 0.2, 0.3], [0.4, -0.2, -0.8], [-0.1, 0.1, -0.3], [-0.3, -0.2, 0.3], [0.0, 0.5, -0.5], [0.0, 0.2, 0.4], [0.0, -0.2, 0.5], [-0.3, 0.6, -0.5], [0.0, 0.2, -0.2], [0.3, -0.4, -0.3], [-0.1, -0.1, 0.1]], "gap_ev": 9.892, "homo_energy_ev": -8.99, "total_energy_ha": -1092.2883, "relative_energy_ev": 2.459, "max_force_ev_per_a": 1.06, "smiles": "S[C@H]1CC[C@@H]2[C@@H](Cl)[C@H]21"}

{"formula": "C5H8N2", "method": "the ωB97M-V functional and the def2-TZVPD basis", "elements": ["C", "C", "C", "C", "N", "C", "N", "H", "H", "H", "H", "H", "H", "H", "H"], "xyz": [[1.75409, 1.43153, 0.37958], [1.14996, 0.33124, -0.56648], [-0.12011, -0.22790, -0.02862], [-0.55908, -1.52833, 0.00539], [-1.92829, -1.44919, 0.05563], [-2.24857, -0.10970, 0.01502], [-1.16589, 0.63153, 0.14895], [2.44275, 0.87924, 1.03135], [0.96923, 1.87589, 0.99151], [2.36795, 2.19136, -0.10428], [1.16688, 0.70981, -1.58744], [1.93337, -0.43367, -0.62065], [0.08069, -2.39518, 0.01576], [-2.57923, -2.11592, 0.42707], [-3.26376, 0.20927, -0.16277]], "atomic_forces_ev_per_a": [[0.1, -1.1, 0.2], [2.2, 0.5, 1.2], [0.1, -0.2, -0.6], [0.8, 0.6, 0.2], [-0.3, 0.4, -0.3], [1.0, -0.2, 1.3], [-1.6, 0.2, -2.0], [-0.2, 0.4, 0.3], [0.1, 0.2, -0.2], [-0.3, 0.0, -0.2], [-1.1, 0.0, -0.1], [-0.3, -0.3, 0.1], [-0.5, -0.3, -0.1], [0.0, -0.4, -0.3], [0.0, 0.2, 0.6]], "gap_ev": 9.404, "homo_energy_ev": -8.48, "total_energy_ha": -304.8087, "relative_energy_ev": 0.730, "max_force_ev_per_a": 2.53, "smiles": "CCc1c[nH]cn1"}

{"formula": "C7H10N", "method": "the ωB97M-V functional and the def2-TZVPD basis", "elements": ["C", "C", "C", "C", "C", "C", "C", "N", "H", "H", "H", "H", "H", "H", "H", "H", "H", "H"], "xyz": [[-0.56278, 0.88451, 1.84639], [-0.47837, 0.56515, 3.07369], [-1.17092, 1.62976, 0.68564], [1.17769, 0.85642, -0.10715], [0.30793, -0.36708, -0.42276], [-0.43039, -0.67659, -1.65947], [0.57213, -1.61968, 0.32101], [-0.08431, 0.78786, 0.44483], [-2.20280, 1.17582, 0.48439], [-1.01580, 2.71898, 0.68415], [2.18563, 0.64031, 0.37835], [1.28330, 1.46322, -0.94752], [-1.19542, -1.43540, -1.57363], [0.34419, -1.08088, -2.45754], [-0.72001, 0.32046, -2.16177], [1.64378, -2.04485, 0.08266], [-0.22569, -2.36002, -0.00550], [0.57186, -1.45800, 1.33425]], "atomic_forces_ev_per_a": [[0.3, 0.7, -3.1], [0.2, -0.5, 1.5], [-3.0, 0.6, 1.1], [3.4, -2.4, -1.6], [0.7, -0.5, 0.8], [1.7, 2.5, -3.8], [1.4, -2.3, -2.4], [-1.4, -1.2, 2.7], [1.6, 1.0, -0.3], [-0.1, -0.6, -0.3], [-1.9, 0.5, 0.2], [0.0, 1.6, -1.0], [-0.4, 0.3, 0.2], [-1.3, 0.6, 1.8], [-0.3, -1.7, 0.6], [-2.2, 0.7, 0.2], [1.3, 0.6, 0.9], [-0.2, 0.1, 2.6]], "gap_ev": 9.495, "homo_energy_ev": -15.46, "total_energy_ha": -326.9331, "total_charge": 1, "relative_energy_ev": 7.290, "max_force_ev_per_a": 4.80}

{"formula": "C4H12", "method": "the ωB97M-V functional and the def2-TZVPD basis", "elements": ["C", "C", "H", "H", "H", "H", "H", "H", "C", "C", "H", "H", "H", "H", "H", "H"], "xyz": [[-0.66781, -1.93894, 1.22289], [-0.25573, -2.55173, -0.08854], [-0.93742, -0.89697, 1.12085], [-1.35194, -2.54713, 1.84449], [0.04821, -1.99865, 2.06108], [0.57224, -1.97071, -0.51760], [-1.00112, -2.41515, -0.86539], [0.03533, -3.60388, -0.00041], [0.25467, 2.17354, 0.18588], [0.63596, 2.29216, -1.34986], [1.23774, 2.12226, 0.67712], [-0.32255, 3.01929, 0.53954], [-0.29094, 1.26541, 0.43779], [0.40126, 3.31218, -1.64449], [1.71057, 2.20864, -1.44413], [0.21131, 1.40941, -1.82942]], "atomic_forces_ev_per_a": [[0.1, -0.8, 2.0], [0.7, 0.4, -0.4], [-0.5, 0.1, 0.2], [-1.0, 0.4, -1.2], [1.1, 0.5, -0.9], [0.2, -0.3, 0.3], [-0.5, -0.4, 0.1], [-0.1, 0.2, -0.1], [1.3, -0.2, -0.8], [-0.2, -0.4, 2.0], [-0.6, 0.2, 0.5], [0.1, 0.2, 0.1], [0.0, 0.0, -0.2], [-0.5, -0.4, -0.8], [0.3, -0.1, 0.0], [-0.3, 0.8, -0.8]], "gap_ev": 12.187, "homo_energy_ev": -11.09, "total_energy_ha": -159.5573, "relative_energy_ev": 0.752, "max_force_ev_per_a": 2.22, "smiles": "CC.CC"}